69
Properties=species:S:1:pos:R:3:forces:R:3:mulliken_spin:R:1 method="wB97M-V/def2-TZVPD" largest_force_ev_per_a=0.8 e_lumo_ev="0.375 / 0.234" spin_multiplicity=4 gap_ev="8.00 / 8.36" molar_mass_g_mol=783.1 e_above_lowest_kj_mol=15.00
V -0.370542 0.270644 -0.055772 0.5932 -0.3235 -0.4409 2.841
N 0.076641 2.219734 0.864988 -0.1155 0.0605 0.0522 0.019
N -0.826653 3.115630 0.249132 -0.0024 0.1550 0.0225 0.020
C -1.290900 2.782603 -1.055361 -0.1369 0.0674 0.2003 -0.002
O -1.902369 3.631510 -1.668455 0.0908 0.0512 -0.0580 0.002
O -1.048597 1.564480 -1.403469 0.0082 -0.1587 -0.0458 0.003
H -0.124336 2.164905 1.860034 -0.0317 0.0174 -0.0211 0.004
H 1.052118 2.494169 0.738153 -0.0454 0.0175 0.0403 0.003
H -0.654366 4.101347 0.386369 -0.0034 -0.0329 0.0076 0.000
C 0.897065 -2.710517 2.741622 -0.0199 0.0571 0.0119 0.010
Sb 1.363973 -0.772746 2.004765 -0.1152 -0.0765 -0.1171 -0.022
C 1.094668 0.316919 3.820783 0.0318 -0.0370 -0.0100 0.004
C 3.526946 -0.805971 1.994012 0.0118 0.0386 0.0016 -0.001
C 3.970770 0.451064 1.313487 0.0260 -0.0119 0.0192 -0.011
C 3.870164 1.658574 2.006720 -0.0111 0.0084 0.0261 0.001
C 4.142339 2.872874 1.401516 0.0263 0.0501 -0.0791 -0.001
C 4.536953 2.894708 0.069139 -0.0200 0.0397 0.0669 0.001
C 4.675024 1.701457 -0.616924 0.0108 -0.0141 -0.0195 -0.001
C 4.405577 0.468373 -0.019714 0.0158 0.0510 -0.0321 0.010
C 4.580406 -0.780990 -0.820307 -0.0434 0.0085 -0.0704 0.002
Sb 2.703129 -1.602692 -1.566662 -0.1281 0.0093 0.0691 0.014
C 3.567381 -2.329407 -3.392430 -0.0100 0.0122 0.0163 0.007
C 2.069796 0.276357 -2.405484 0.0663 -0.0468 0.0343 0.057
H 1.440732 -2.914995 3.662995 0.0150 -0.0055 -0.0311 0.000
H 1.136558 -3.456851 1.986394 0.0081 -0.0104 0.0060 0.001
H -0.175880 -2.730218 2.930920 0.0115 -0.0413 0.0121 -0.001
H 1.670824 -0.135885 4.627036 -0.0082 0.0027 -0.0021 -0.001
H 0.030060 0.279441 4.041995 0.0159 0.0289 0.0673 0.000
H 1.408134 1.352551 3.693849 -0.0251 0.0099 0.0302 0.001
H 3.851548 -1.705520 1.479256 0.0385 -0.0630 0.0321 -0.003
H 3.867451 -0.845226 3.028150 -0.0008 -0.0332 0.0293 0.000
H 3.576298 1.633796 3.049636 0.0030 0.0116 0.0120 0.000
H 4.060996 3.791853 1.967368 0.0045 0.0164 0.0012 0.000
H 4.755985 3.832093 -0.424797 -0.0003 0.0100 0.0013 0.000
H 5.008878 1.715400 -1.647865 0.0056 0.0047 -0.0116 0.000
H 5.076679 -1.561086 -0.244079 0.0209 -0.0419 -0.0255 0.001
H 5.176337 -0.581277 -1.711105 0.0547 0.0194 0.0426 0.000
H 4.240935 -1.576711 -3.799765 0.0104 -0.0084 -0.0465 0.000
H 2.774926 -2.534983 -4.110560 0.0022 -0.0044 -0.0303 0.000
H 4.115130 -3.251364 -3.207399 0.0270 -0.0142 -0.0086 0.000
H 2.790634 0.596998 -3.158495 -0.0073 0.0206 -0.0006 0.002
H 2.035692 1.032575 -1.619054 0.0076 0.0049 -0.0103 -0.015
H 1.081348 0.208583 -2.854954 -0.0058 0.0038 -0.0050 0.012
N -6.962639 1.489940 -1.242050 -0.0144 0.0383 -0.0312 0.000
C -5.944814 0.920441 -0.497222 0.0089 -0.0256 0.0223 0.001
C -4.815851 1.673296 -0.158487 0.0312 -0.0190 0.0235 0.003
C -3.819733 1.117457 0.616427 -0.0020 -0.0234 -0.0209 0.067
C -3.931506 -0.199295 1.056237 -0.0538 0.1198 -0.0432 -0.048
C -5.049477 -0.954844 0.732646 -0.0431 0.0054 0.0038 0.001
C -6.054851 -0.392850 -0.031077 0.0097 -0.0103 0.0102 0.001
S -2.583302 -0.933664 1.889487 0.0999 -0.2343 0.0800 0.019
O -3.039678 -2.071791 2.633991 -0.0250 -0.0262 -0.0971 -0.001
O -1.864824 0.103998 2.608115 -0.0374 0.1004 0.0977 0.022
N -1.524463 -1.325979 0.723851 -0.2765 0.2980 -0.1161 -0.018
C -1.841739 -1.850627 -0.492505 0.4784 0.0685 -0.0124 0.014
N -2.838240 -2.686135 -0.744066 -0.1799 -0.0607 0.0108 -0.005
C -2.995481 -3.042152 -2.016190 0.0521 0.0321 0.0215 0.010
C -2.184517 -2.587749 -3.043771 0.0282 0.0264 0.0636 -0.004
C -1.165931 -1.718651 -2.685055 0.0941 -0.0649 -0.0779 0.041
N -0.966539 -1.363311 -1.427853 -0.4889 -0.0502 0.3488 -0.057
H -6.703759 2.288374 -1.797946 -0.0107 -0.0021 -0.0008 0.000
H -7.574299 0.851761 -1.722540 0.0026 -0.0030 0.0040 0.000
H -4.716490 2.690794 -0.515236 0.0156 0.0171 0.0007 0.000
H -2.952555 1.708453 0.885773 -0.0328 -0.0055 0.0010 -0.001
H -5.118518 -1.976708 1.077695 0.0027 -0.0096 0.0058 0.000
H -6.935446 -0.973899 -0.276784 -0.0095 -0.0084 -0.0050 0.000
H -3.814956 -3.723343 -2.218610 -0.0055 -0.0041 -0.0016 0.001
H -2.344743 -2.884427 -4.068390 0.0111 0.0083 -0.0123 0.000
H -0.494099 -1.291291 -3.422105 -0.0304 -0.0204 -0.0120 0.000


113
Properties=species:S:1:pos:R:3:forces:R:3:mulliken_charge:R:1 method="wB97M-V/def2-TZVPD" largest_force_ev_per_a=1.8 e_lumo_ev=0.257 gap_ev=8.88 molar_mass_g_mol=2155.8
C -4.920742 6.142155 1.443121 -0.1387 0.3027 -0.3085 -0.339
C -5.983191 5.441487 0.611469 -0.0355 0.3935 0.1910 -0.511
O -6.244123 4.088695 0.995933 0.3148 0.4353 -0.0732 -0.788
B -5.140572 3.292320 0.917707 -0.0255 0.4082 -0.6528 0.986
O -4.229645 3.177309 1.943619 -0.8629 -0.0799 0.6984 0.140
B -4.107013 1.867784 2.338937 0.7668 -0.7963 0.4266 0.609
C -4.115523 1.368422 3.829933 -0.2668 0.8948 -0.2712 0.672
C -4.269919 2.451591 4.886234 -0.0412 -0.3134 0.1571 0.339
O -3.453795 3.583863 4.633518 -0.1407 0.4847 0.0974 -0.587
O -3.994862 0.906979 1.322836 -0.3810 0.8353 0.2585 -1.254
B -4.185801 1.402317 0.045547 0.5371 -0.9059 -1.2102 0.802
C -3.562528 0.632478 -1.175015 -0.3102 0.4986 0.0674 -0.443
C -3.135132 1.556317 -2.319898 0.6995 -0.5856 0.5373 -0.735
C -1.933773 2.414769 -1.888122 -0.6821 0.3196 -1.1150 -0.172
S -2.360589 4.133736 -1.464288 0.3437 0.2314 0.5900 -0.181
O -4.911302 2.540502 -0.211936 -0.3251 -0.4756 0.6663 -0.394
H -3.940968 6.094910 0.988735 0.3807 -0.3165 0.0303 0.276
H -4.883376 5.778428 2.458681 0.0110 -0.2109 0.2628 0.155
H -5.174602 7.192913 1.482694 -0.0421 0.2298 0.0186 -0.095
H -6.903557 5.996216 0.707423 -0.4905 -0.1192 0.0909 0.413
H -5.706200 5.486099 -0.438035 0.0411 -0.1427 -0.2982 0.232
H -3.260785 0.734383 4.024797 0.1776 -0.0279 0.0156 -0.222
H -4.985156 0.722236 3.918748 -0.1162 -0.3445 0.0020 -0.109
H -3.952271 2.033920 5.839321 -0.6521 0.7167 -0.6187 -0.891
H -5.319274 2.695983 5.006950 -0.3062 0.4122 -0.2020 0.458
H -4.018395 4.367580 4.623709 0.2986 -0.2418 -0.1040 0.304
H -2.694686 0.078818 -0.841770 0.2477 -0.2637 0.1497 0.033
H -4.268078 -0.118685 -1.519197 -0.2878 -0.1762 -0.1295 0.340
H -2.785564 0.926885 -3.130096 -0.0061 -0.1130 -0.3611 0.413
H -3.933681 2.171819 -2.704469 -0.3488 0.1490 -0.0003 0.362
H -1.238876 2.453979 -2.713215 0.3562 0.1017 -0.1751 0.424
H -1.406838 1.951664 -1.069655 0.0976 0.1446 0.5040 -0.193
H -3.217722 4.403546 -2.454359 -0.0002 -0.2565 -0.1495 0.078
C 1.575783 0.156372 -0.409086 -0.0904 0.0848 -0.2628 0.072
Cl 2.734757 0.232442 -1.736178 -0.1595 0.2128 0.2250 -0.040
Cl 1.302318 1.739037 0.317784 0.0612 -0.0766 -0.0954 0.019
Cl 0.052704 -0.550396 -0.957118 0.4000 0.8142 -0.5685 0.019
H 1.986560 -0.494777 0.345925 0.0211 -0.0687 0.0290 -0.083
C 1.404946 5.939117 1.118670 -0.0058 -0.1147 -0.0530 0.019
Cl 2.909597 5.324462 1.807609 -0.0086 0.0276 0.0090 -0.131
Cl 1.676483 6.593557 -0.495042 -0.0326 -0.1060 -0.1789 -0.129
Cl 0.169543 4.686288 1.080845 -0.0713 0.0969 0.1084 0.010
H 1.047866 6.741295 1.748430 -0.0071 0.0400 0.0195 0.223
C -1.180242 -4.037464 -0.343617 0.1764 0.0687 0.0459 -0.243
Cl -2.632415 -3.688173 -1.288649 -0.0625 0.0144 -0.0120 -0.153
Cl 0.177268 -4.380427 -1.407533 0.0697 0.2075 0.0659 0.135
Cl -0.812532 -2.697548 0.747333 -0.4857 -1.2677 0.3032 0.120
H -1.370922 -4.918035 0.255036 -0.0419 -0.0553 -0.0265 0.203
C -2.074598 -8.012367 -1.072969 0.0733 -0.1208 0.0031 0.224
Cl -2.444204 -9.737579 -1.072925 -0.0063 0.0093 -0.0380 -0.145
Cl -3.076062 -7.169287 0.113573 0.0102 0.0267 -0.0048 -0.121
Cl -0.359488 -7.739443 -0.768292 -0.0661 -0.0393 0.0214 -0.061
H -2.305786 -7.618558 -2.054218 -0.0059 0.0395 -0.0160 0.108
C 2.275089 10.303696 0.178670 -0.0840 0.0280 -0.0138 0.079
Cl 3.212987 11.754874 0.529233 0.0062 -0.0242 -0.0136 -0.131
Cl 2.326452 9.181622 1.537062 0.1008 0.1805 0.2349 -0.126
Cl 0.608295 10.712277 -0.227216 0.0420 -0.0200 -0.0224 -0.101
H 2.719232 9.811573 -0.675704 0.0096 -0.0310 -0.0198 0.273
C 4.342896 -5.369735 -1.264030 -0.0083 -0.0078 0.0290 -0.140
Cl 3.489249 -5.527822 -2.801065 -0.0166 -0.1473 0.1634 -0.089
Cl 3.263783 -4.743220 -0.020782 0.0683 0.0270 -0.0069 -0.012
Cl 5.045187 -6.914574 -0.773183 -0.0096 0.0101 -0.0547 -0.151
H 5.148008 -4.659639 -1.400435 0.0365 0.0082 -0.0009 0.320
C 5.312364 -1.378660 -4.182412 0.0982 0.0332 0.1656 -0.067
Cl 6.999983 -1.880807 -4.088832 -0.0421 0.0172 -0.0433 -0.053
Cl 4.317303 -2.338133 -3.087830 0.0784 -0.0330 -0.1615 -0.039
Cl 5.147780 0.344636 -3.827565 0.1050 -0.0094 -0.1420 -0.139
H 4.963306 -1.549594 -5.190849 -0.0219 0.0006 -0.0315 0.315
C -0.107883 -0.823790 3.774919 -0.1652 0.1044 -0.1391 -0.128
Cl -1.532880 -0.580911 2.765729 0.1195 0.1807 0.1856 -0.090
Cl 1.338659 -0.937707 2.768503 0.1477 -0.0791 0.2781 -0.068
Cl 0.042821 0.471689 4.959191 0.1481 0.0105 -0.0588 -0.146
H -0.222994 -1.758976 4.304711 0.0277 -0.0429 0.0223 0.355
C -4.009327 0.610539 7.834476 -0.0167 0.0071 0.0344 -0.105
Cl -2.722990 0.671760 6.629980 0.9817 -1.1673 1.0235 -0.058
Cl -4.414114 2.230187 8.404180 -0.0093 0.0327 0.1378 -0.131
Cl -5.437681 -0.201018 7.188319 0.2018 0.0840 0.0840 -0.091
H -3.653107 0.036710 8.678098 0.0236 0.0024 0.0194 0.396
C 10.905259 -3.690049 -4.505381 0.0497 -0.0047 -0.1392 0.576
Cl 11.176347 -4.941061 -5.719906 0.0069 0.0200 0.0352 -0.135
Cl 10.575941 -2.133525 -5.267355 0.0125 -0.0070 0.0304 -0.123
Cl 9.588973 -4.144936 -3.420264 0.0435 -0.0267 0.0473 -0.106
H 11.805948 -3.590221 -3.907223 -0.1939 -0.0260 -0.3097 -0.211
C -8.003562 -1.101362 3.435592 0.0589 -0.1215 -0.0262 -0.061
Cl -7.597638 -1.085352 5.153721 -0.2126 -0.0349 -0.1672 -0.114
Cl -6.549449 -0.930347 2.454170 -0.0588 -0.0196 -0.0727 -0.026
Cl -8.879923 -2.573092 3.014151 -0.0128 0.0237 -0.0050 -0.134
H -8.647518 -0.256974 3.234445 -0.0236 0.0305 0.0060 0.298
C -3.984101 10.331575 1.478749 0.0384 -0.1428 -0.0070 -0.016
Cl -2.297039 9.880945 1.722644 -0.0415 0.0242 0.0024 -0.079
Cl -4.511258 9.917663 -0.154061 -0.0067 0.0186 -0.0018 -0.119
Cl -5.021574 9.562881 2.682564 -0.0014 0.1757 0.0775 -0.132
H -4.067789 11.402325 1.597750 -0.0066 0.0362 0.0057 0.341
C -0.320421 -6.682381 -5.293969 0.0115 -0.0285 0.1861 -0.093
Cl -0.863014 -8.361909 -5.218690 -0.0059 0.0258 -0.0203 -0.120
Cl -1.172313 -5.696378 -4.106303 -0.1057 -0.0548 -0.1298 -0.060
Cl 1.422870 -6.578806 -5.049492 -0.1021 -0.0401 0.0028 -0.010
H -0.550930 -6.296153 -6.275375 -0.0001 -0.0222 -0.0746 0.296
C 1.307503 -8.844083 -8.788551 0.1137 -0.0217 0.0379 0.062
Cl 2.310872 -8.994094 -10.230134 -0.0334 0.0042 -0.0113 -0.124
Cl 2.036751 -9.692828 -7.427735 -0.0329 0.0185 -0.0069 -0.105
Cl 1.036229 -7.141934 -8.396430 -0.0035 -0.0168 -0.1955 -0.114
H 0.348278 -9.296685 -8.996437 -0.0387 -0.0030 0.0063 0.277
C 14.133276 -2.772574 -1.251887 0.0223 0.1101 -0.1060 0.017
Cl 15.255902 -2.866711 -2.608263 -0.0050 -0.0201 0.0163 -0.122
Cl 13.997598 -1.119449 -0.659690 -0.0004 -0.0305 0.0108 -0.113
Cl 12.546977 -3.402340 -1.713157 0.0870 -0.0011 0.4044 -0.097
H 14.517265 -3.388803 -0.451369 -0.0029 -0.0356 0.0220 0.304
C 5.551163 -4.185696 3.500598 -0.1065 -0.0279 -0.0775 -0.037
Cl 5.760837 -5.525154 2.373371 0.0810 0.0206 0.0838 -0.083
Cl 5.232798 -2.680923 2.633781 0.0267 0.0136 0.0025 -0.093
Cl 4.255367 -4.529876 4.647846 0.0144 0.0033 0.0102 -0.125
H 6.469493 -4.064097 4.057000 0.0262 0.0143 0.0244 0.338


67
Properties=species:S:1:pos:R:3:forces:R:3:mulliken_charge:R:1 method="wB97M-V/def2-TZVPD" largest_force_ev_per_a=1.7 e_lumo_ev=-4.127 total_charge=+1 gap_ev=5.78 molar_mass_g_mol=475.3
C 8.221614 -0.913682 2.665455 -0.5652 0.0475 -0.1873 -1.149
C 6.955981 -1.796733 2.541916 0.9266 0.1654 -0.5756 -0.242
C 6.400811 -1.754608 1.112491 -0.1621 -0.3726 0.3485 -1.004
C 4.946886 -2.141337 0.980819 0.1308 0.3757 -0.4958 -0.384
O 4.161065 -1.512960 2.060869 -0.4268 -0.3787 -0.1918 -0.293
C 2.855890 -1.720423 1.905211 0.3707 0.3733 0.1697 0.030
C 1.993456 -0.805259 1.330089 0.3354 -0.3304 -0.1663 0.081
B 2.539789 0.624119 0.842852 0.3814 0.2660 0.6466 0.420
O 2.718630 0.789179 -0.481781 -0.7538 -0.2066 -0.2573 -0.549
C 2.802182 1.721161 1.929660 -0.7323 -0.0828 -0.3745 -0.219
C 2.545556 3.157419 1.439812 0.1973 -0.0783 0.5418 -1.383
C 0.647926 -1.152044 1.207370 0.5846 -0.4377 0.1344 1.104
C -0.199380 -0.105099 0.542109 -0.3351 -1.2544 -0.2374 -0.473
O -0.343611 0.959667 1.017384 0.1954 1.5962 0.4930 -0.428
O -0.724981 -0.441676 -0.648906 -0.3738 -0.1211 0.1492 -0.361
C 0.147509 -2.373366 1.665280 -0.0096 -0.3116 0.1494 0.279
C -1.319365 -2.765795 1.562855 0.8416 0.5410 0.0819 -1.819
C -2.206285 -1.713804 2.225885 -0.0895 -0.0867 -0.1514 0.947
C -3.347660 -1.130726 1.426935 0.4709 -0.2815 0.3560 -1.494
N -1.892508 -1.396196 3.405771 -0.0448 0.1492 -0.0813 -0.578
C 1.043042 -3.256084 2.264831 -0.3144 -0.0091 -0.1886 0.620
O 0.748236 -4.442618 2.799225 0.2640 0.1326 0.0191 -0.547
N 2.347705 -2.895888 2.359337 -0.4208 0.3858 -0.1344 0.467
F 3.185718 -3.753829 2.950682 0.0657 -0.0790 -0.0218 -0.210
H 8.308035 -0.245991 1.812868 -0.0054 0.1555 -0.1093 0.340
H 9.122176 -1.514894 2.672386 0.1760 -0.0158 0.2324 0.320
H 8.155971 -0.284304 3.545694 0.2826 -0.0427 0.2149 0.319
H 7.293275 -2.812831 2.719774 -0.3813 -0.2737 0.3543 0.279
H 6.216280 -1.519438 3.281106 -0.1505 0.0320 0.0605 0.293
H 6.951961 -2.488204 0.527090 0.0886 0.0227 -0.2587 0.355
H 6.563318 -0.798847 0.624902 -0.0364 0.2929 0.1719 0.443
H 4.559115 -1.731969 0.048065 -0.1379 -0.0516 -0.1083 0.346
H 4.784988 -3.216687 0.962750 -0.0516 -0.1325 0.4167 0.373
H 2.638409 1.709749 -0.762617 0.4938 0.0654 -0.0121 0.322
H 2.123316 1.508338 2.755498 0.0405 -0.0370 0.2058 0.277
H 3.809489 1.586178 2.325345 0.1550 0.0389 0.0486 0.429
H 3.457366 3.646026 1.113304 0.0431 0.0373 -0.3010 0.341
H 1.778013 3.204778 0.671751 -0.0149 0.0187 -0.2322 0.363
H 2.162492 3.746494 2.266828 -0.0043 0.1751 0.0709 0.339
H -1.138771 -1.312194 -0.594343 0.2510 -0.2142 -0.3665 0.269
H -1.553549 -2.921461 0.512563 -0.2899 -0.1951 -0.0910 0.333
H -1.445017 -3.696433 2.100022 -0.2891 -0.2462 -0.0324 0.568
H -3.673023 -1.811583 0.647516 -0.2100 -0.0440 -0.0722 0.334
H -4.156291 -0.907179 2.111983 -0.2748 0.1108 -0.0990 0.459
H -3.001498 -0.208574 0.966812 -0.0863 0.2020 -0.1446 0.318
H -2.538263 -0.687575 3.755906 0.0691 -0.0366 0.1911 0.297
H 0.343876 -5.040212 2.157984 -0.1361 -0.0069 0.0119 0.396
N -3.569506 2.327423 -4.112138 0.0260 0.0600 0.0306 0.114
C -3.252780 1.536777 -3.042351 -0.0445 -0.0080 0.0065 -0.645
C -1.900108 1.319453 -3.066386 -0.0234 0.0713 -0.1111 0.071
C -1.383001 2.011463 -4.196965 -0.0024 -0.0159 0.0135 -0.850
C -2.437417 2.622745 -4.819705 -0.0273 0.0138 0.0000 -0.404
H -4.494450 2.638267 -4.346109 -0.0362 -0.1168 -0.0642 0.193
H -4.015470 1.197989 -2.361311 -0.0066 -0.0138 -0.0137 0.382
H -1.345185 0.733450 -2.358259 -0.0215 0.0863 -0.0631 0.428
H -0.355270 2.053550 -4.516463 0.0019 -0.0013 -0.0121 0.387
H -2.479126 3.238765 -5.701244 0.0157 -0.0057 -0.0085 0.381
N -7.051450 3.069646 -3.348049 0.0866 -0.0125 0.0015 -0.036
C -7.440632 2.884117 -4.649537 0.0770 -0.0096 0.0260 -0.368
C -8.589034 2.141145 -4.639939 -0.0064 -0.0199 0.0010 -0.487
C -8.908957 1.871739 -3.281166 0.0013 -0.0121 -0.0080 -0.384
C -7.943817 2.458186 -2.508709 0.0460 -0.0302 -0.0068 -0.528
H -6.241010 3.580858 -3.050596 -0.0740 0.1145 0.0497 0.244
H -6.871196 3.296254 -5.465823 -0.0402 0.0246 -0.0186 0.390
H -9.142164 1.827793 -5.508879 -0.0068 0.0033 -0.0034 0.408
H -9.753475 1.313042 -2.915063 -0.0126 0.0065 -0.0022 0.397
H -7.815826 2.494733 -1.440647 -0.0200 0.0088 0.0051 0.377